# 1
Computed, not measured: a 2-piece molecular cluster, C12H19N2 overall in a non-equilibrium geometry, with ωB97M-V/def2-TZVPD.

charge = +1
energy relative to the best compared isomer or geometry (same formula, charge and spin) = 428.1 kJ/mol
Kohn-Sham gap (spin up / spin down) = 8.7 / 8.7 eV
HOMO energy (spin up / spin down) = -12.5 / -12.5 eV
multiplicity = 1
DFT total energy = -15722.7315 eV

The geometry in XYZ format:
```
33
Properties=species:S:1:pos:R:3:forces:R:3
H -0.962 -4.511 -0.893 -0.332 0.898 0.097
H -1.667 1.383 -2.355 0.142 0.178 0.978
C 2.485 2.633 -1.135 2.641 -1.863 -0.612
N -1.789 -2.588 1.029 1.230 5.004 -1.258
H -1.018 1.353 2.101 2.162 1.159 0.521
N -1.476 -0.553 0.232 0.010 -2.301 1.721
H 3.428 2.274 -0.674 0.100 0.904 -0.281
H -2.121 -1.950 3.079 -0.488 0.024 -0.925
C 2.135 0.139 -0.830 -0.338 -0.364 -2.878
H 2.741 2.705 -2.221 -0.896 -0.912 0.568
C -0.914 -2.347 -1.363 -0.957 -2.107 0.471
C -0.918 1.471 -1.561 -0.682 0.679 -2.713
H 1.103 2.598 1.242 -0.308 0.021 0.604
H 2.848 -0.004 -0.053 0.474 -0.742 0.632
H 2.559 1.630 1.321 0.751 0.257 -0.022
C -1.835 -0.344 1.563 -1.097 -4.885 -0.525
C -2.058 -1.660 2.017 0.642 1.701 1.336
C -1.966 0.949 2.199 -1.269 0.757 0.469
H 1.305 -0.665 -0.867 1.498 1.274 0.345
H -2.310 0.993 3.270 0.277 -0.369 -1.349
H -2.519 1.632 1.550 -0.612 -0.130 0.296
C 0.236 1.676 -1.271 1.004 -0.685 2.647
H -1.867 -3.532 1.198 0.065 -2.424 -0.110
H -0.449 -4.043 -2.504 -0.068 -0.064 -1.181
C -0.867 -3.676 -1.605 1.016 0.673 0.587
C -1.334 -1.879 -0.076 -1.755 0.818 1.951
C 1.557 1.583 -0.537 -0.363 -1.010 -3.650
H 2.330 3.628 -0.893 -0.681 1.810 1.135
H 1.106 0.745 1.380 -0.239 0.827 -0.133
H 2.762 0.046 -1.831 -1.559 0.380 1.833
H -1.251 0.213 -0.371 0.504 0.623 -0.910
H -0.830 -1.562 -2.084 0.493 0.030 -0.601
C 1.558 1.663 0.942 -1.366 -0.164 0.956
```
Positions in Å, forces in eV/Å.

# 2
Computed, not measured: a 3-piece molecular cluster, C12H19N2O5S overall in a non-equilibrium geometry, with ωB97M-V/def2-TZVPD.

charge = -1
energy relative to the best compared isomer or geometry (same formula, charge and spin) = 19.7 kJ/mol
Kohn-Sham gap = 5.4 eV
HOMO energy = -2.8 eV
multiplicity = 1
DFT total energy = -36803.3166 eV

The geometry in XYZ format:
```
39
Properties=species:S:1:pos:R:3:forces:R:3
O 3.438 -5.135 -0.702 -0.006 -0.098 0.058
C -1.526 0.808 0.175 -0.977 -1.186 0.429
C -5.423 -0.432 -0.126 -0.451 0.091 -0.293
H 1.922 4.726 -0.268 0.020 0.017 0.001
H -3.208 -0.912 0.621 -0.065 0.013 0.179
S -2.317 1.704 1.253 0.476 0.530 -0.208
C 1.673 2.696 0.421 0.134 0.572 -0.054
C 3.109 2.225 0.349 -0.457 -0.226 -0.011
H -6.326 -0.275 -0.717 -0.112 0.029 -0.164
O 1.691 -3.781 -1.030 -0.019 0.088 -0.024
C 2.718 -1.668 -0.838 0.090 -0.282 -0.073
H -5.855 -2.234 0.914 -0.244 -0.228 0.032
H 0.565 -2.034 -0.852 -0.084 -0.129 -0.045
H 3.031 4.083 2.504 -0.020 -0.023 0.004
N -2.323 -0.577 -1.259 -0.523 0.151 -0.806
C 3.157 4.242 1.431 -0.108 0.081 -0.016
H -5.048 -1.036 1.908 0.095 -0.060 0.198
H 3.707 5.167 1.275 0.111 -0.056 -0.015
H -6.752 -0.824 1.551 -0.247 0.035 0.038
H 1.007 4.638 1.236 0.014 -0.034 0.059
C -5.810 -1.176 1.147 0.551 0.169 -0.023
C 1.831 4.194 0.681 -0.051 -0.102 0.027
O 3.934 3.152 0.901 0.028 0.074 0.011
H 4.230 -2.712 -2.026 0.062 -0.036 0.004
C 3.792 -2.739 -1.027 -0.340 0.210 0.213
H 1.151 2.480 -0.505 -0.072 -0.253 0.070
H 2.917 -0.740 -1.358 -0.018 0.069 -0.039
O -4.555 -1.159 -0.948 0.050 -0.254 0.193
H 4.581 -2.692 -0.281 0.125 -0.118 -0.097
H 1.348 -2.284 -2.421 0.001 -0.065 -0.010
C 3.004 -4.031 -0.889 0.125 0.060 -0.125
H 2.607 -1.437 0.220 -0.003 0.060 0.012
H -3.028 -2.359 -0.378 -0.067 -0.183 0.011
C -3.227 -1.272 -0.414 0.188 -0.095 -0.132
H 1.174 2.189 1.248 -0.053 -0.091 -0.068
N -1.145 -0.169 -0.444 1.332 0.877 0.420
H -5.020 0.559 0.091 0.177 0.149 0.145
O 3.503 1.193 -0.104 0.429 0.109 0.020
C 1.473 -2.379 -1.341 -0.092 0.131 0.080
```
Positions in Å, forces in eV/Å.

# 3
Computed, not measured: C12H19N3O2 in the gas phase, with ωB97M-V/def2-TZVPD.

energy relative to the best compared isomer or geometry (same formula, charge and spin) = 106.7 kJ/mol
Kohn-Sham gap = 7.9 eV
HOMO energy = -8.2 eV
multiplicity = 1
DFT total energy = -21316.7465 eV

The geometry in XYZ format:
```
36
Properties=species:S:1:pos:R:3:forces:R:3
H -2.585 -1.852 2.386 -0.050 -0.043 0.022
C 1.212 1.908 0.126 0.108 0.396 -0.240
H -0.996 -3.510 1.886 0.142 0.005 0.053
C 1.309 -0.465 0.281 -0.081 0.234 0.155
H 2.123 -1.401 -1.478 0.009 0.002 -0.044
N 0.732 3.842 -1.955 -0.084 -0.260 -0.038
C -2.942 -1.029 0.433 0.226 0.281 -0.002
H -1.959 -3.509 0.420 -0.067 -0.111 0.099
C 1.870 -0.463 -1.003 -0.115 -0.568 0.402
C 0.980 0.779 0.851 -0.025 -0.789 0.064
H -0.022 3.178 -2.096 -0.032 0.015 -0.017
H 0.721 -1.605 1.967 0.081 0.011 0.143
H 2.452 2.863 -2.767 0.148 -0.001 -0.021
O 0.817 0.324 3.151 -0.318 0.231 -0.236
H 2.543 0.720 -2.646 0.008 0.138 -0.050
O -0.679 1.730 2.148 -0.066 0.033 0.200
H -2.596 -0.123 -1.379 -0.026 0.008 -0.013
H 1.949 -2.352 0.943 0.047 -0.033 0.122
H -3.384 -1.806 -0.191 0.006 -0.098 -0.024
H -3.767 -0.534 0.949 -0.063 0.051 -0.041
H -0.427 -1.961 -0.670 0.045 -0.002 -0.050
C -1.279 -2.903 1.026 -0.076 0.197 -0.273
C 1.992 3.129 -1.817 -0.125 0.038 -0.020
N 1.773 1.869 -1.098 -0.040 0.259 0.003
C 2.101 0.696 -1.662 0.127 0.182 -0.367
H 0.928 2.884 0.492 -0.054 0.029 0.029
C 0.293 0.961 2.220 0.262 -0.176 0.167
N -2.214 -0.075 -0.442 -0.295 -0.190 -0.218
H -2.390 0.871 -0.126 0.238 0.042 0.203
C 1.020 -1.780 0.941 0.000 0.014 -0.322
H 0.751 4.433 -2.777 0.060 0.151 0.079
C -0.065 -2.571 0.160 -0.009 0.156 -0.003
H 0.371 -3.469 -0.280 -0.017 -0.108 0.079
C -2.015 -1.638 1.481 -0.087 -0.237 -0.009
H -1.298 -0.866 1.747 -0.001 0.066 0.249
H 2.683 3.726 -1.224 0.125 0.076 -0.081
```
Positions in Å, forces in eV/Å.

Q: What is the multiplicity in the second record?
A: 1

Q: Which value of multiplicity does entry 1 give?
A: 1

Q: What is the formula in the third record?
A: C12H19N3O2

Q: Among the records above, which one has the highest energy relative to the best compared isomer or geometry (same formula, charge and spin)?
A: C12H19N2